{
  "formula": "C32H44N5O2P2RuSSe2",
  "method": "ωB97M-V with the def2-TZVPD basis set",
  "species": ["Ru", "O", "N", "C", "C", "C", "C", "C", "S", "H", "H", "H", "H", "Se", "P", "Se", "C", "C", "C", "C", "C", "C", "C", "C", "C", "C", "C", "C", "H", "H", "H", "H", "H", "H", "H", "H", "H", "H", "C", "N", "C", "P", "O", "N", "C", "C", "N", "C", "C", "H", "H", "H", "H", "H", "H", "H", "H", "H", "H", "H", "H", "H", "H", "H", "H", "H", "H", "C", "N", "C", "C", "C", "C", "C", "C", "C", "C", "H", "H", "H", "H", "H", "H", "H", "H", "H", "H", "H", "H"],
  "xyz": [[-0.345, -0.350, 1.450], [-0.551, -2.699, 2.344], [0.168, -2.746, 3.418], [-0.317, -3.406, 4.490], [0.416, -3.513, 5.647], [1.665, -2.904, 5.711], [2.117, -2.186, 4.624], [1.359, -2.080, 3.458], [1.800, -1.197, 2.042], [-1.297, -3.826, 4.329], [0.000, -4.055, 6.485], [2.265, -2.969, 6.609], [3.063, -1.664, 4.649], [-1.781, 0.000, 3.168], [-1.383, -1.839, -0.170], [0.059, -2.955, -1.314], [-2.594, -1.011, -1.280], [-3.635, -0.269, -0.725], [-4.618, 0.285, -1.529], [-4.562, 0.117, -2.908], [-3.524, -0.611, -3.469], [-2.549, -1.181, -2.658], [-2.554, -3.028, 0.641], [-3.513, -2.612, 1.558], [-4.396, -3.520, 2.121], [-4.326, -4.866, 1.780], [-3.367, -5.287, 0.872], [-2.486, -4.373, 0.307], [-3.674, -0.122, 0.348], [-5.421, 0.856, -1.080], [-5.326, 0.555, -3.541], [-3.473, -0.747, -4.543], [-1.745, -1.774, -3.079], [-3.541, -1.578, 1.879], [-5.128, -3.177, 2.841], [-5.008, -5.580, 2.226], [-3.294, -6.335, 0.603], [-1.726, -4.697, -0.393], [4.718, 2.123, -1.190], [3.320, 1.877, -0.906], [2.568, 3.095, -0.655], [2.472, 0.510, -1.303], [1.263, 0.322, -0.461], [2.035, 0.628, -2.899], [0.785, 0.124, -3.431], [3.032, 0.896, -3.911], [3.681, -0.634, -1.258], [4.510, -0.777, -0.063], [3.397, -1.926, -1.879], [5.230, 2.479, -0.288], [4.827, 2.898, -1.959], [5.217, 1.222, -1.537], [3.012, 3.639, 0.182], [1.543, 2.868, -0.379], [2.568, 3.743, -1.541], [0.121, -0.163, -2.624], [0.950, -0.769, -4.048], [0.305, 0.890, -4.049], [3.960, 1.251, -3.469], [2.672, 1.659, -4.608], [3.260, -0.009, -4.490], [4.450, 0.114, 0.560], [5.554, -0.932, -0.358], [4.181, -1.625, 0.539], [2.773, -1.799, -2.761], [2.869, -2.591, -1.191], [4.340, -2.390, -2.185], [-1.002, 2.577, -2.103], [-1.592, 3.425, -1.084], [-2.801, 4.057, -1.566], [-1.787, 2.693, 0.172], [-0.590, 2.796, 1.082], [-0.197, 4.104, 1.377], [0.868, 4.380, 2.213], [1.550, 3.311, 2.774], [1.152, 2.010, 2.502], [0.073, 1.703, 1.658], [-1.729, 1.876, -2.538], [-0.193, 1.996, -1.664], [-0.591, 3.191, -2.911], [-3.583, 3.333, -1.851], [-2.571, 4.658, -2.450], [-3.211, 4.721, -0.803], [-2.038, 1.645, 0.006], [-2.646, 3.138, 0.685], [-0.737, 4.920, 0.908], [1.161, 5.403, 2.419], [2.387, 3.484, 3.443], [1.686, 1.200, 2.981]],
  "forces_ev_per_angstrom": [[-0.1, 0.0, 1.2], [0.0, 0.0, -0.1], [0.0, 0.0, 0.0], [0.1, 0.0, 0.0], [0.0, 0.0, 0.0], [0.0, 0.0, 0.0], [0.1, 0.1, -0.1], [-0.1, -0.2, 0.0], [-0.2, 0.1, 0.1], [0.0, 0.0, 0.0], [0.0, 0.0, 0.0], [0.0, 0.0, 0.0], [0.0, 0.0, 0.0], [0.3, -0.1, -0.5], [0.3, 0.3, 0.2], [-0.2, 0.2, 0.0], [0.0, 0.0, -0.1], [0.0, 0.1, 0.0], [0.1, 0.0, 0.0], [0.0, 0.0, 0.0], [0.0, 0.0, 0.0], [0.0, 0.1, 0.0], [0.0, 0.0, 0.0], [-0.1, 0.0, 0.0], [0.0, 0.0, 0.0], [0.0, 0.0, 0.0], [0.0, 0.0, 0.0], [0.0, 0.0, 0.0], [0.0, 0.1, 0.0], [0.0, 0.0, 0.0], [0.0, 0.0, 0.0], [0.0, 0.0, 0.0], [0.0, 0.0, 0.0], [0.0, -0.1, 0.0], [0.0, 0.0, 0.0], [0.0, 0.0, 0.0], [0.0, 0.0, 0.0], [0.0, 0.0, 0.0], [0.0, 0.0, 0.0], [0.1, 0.0, 0.1], [0.0, 0.0, 0.1], [-0.1, -0.1, 0.2], [0.1, 0.0, -0.3], [0.0, 0.0, 0.0], [0.0, -0.1, 0.0], [0.0, 0.0, 0.0], [-0.1, -0.2, 0.1], [0.0, 0.1, -0.1], [0.2, 0.0, 0.0], [0.0, 0.0, 0.0], [0.0, 0.0, 0.0], [0.0, 0.0, 0.0], [0.0, 0.0, 0.0], [0.0, -0.1, 0.0], [0.0, 0.0, 0.0], [0.0, 0.0, 0.1], [0.0, 0.0, 0.0], [0.0, 0.0, 0.0], [0.0, 0.0, 0.0], [0.0, 0.0, 0.0], [0.0, 0.0, 0.0], [0.0, 0.0, 0.0], [0.0, 0.0, 0.0], [0.0, 0.0, 0.0], [0.0, 0.0, 0.0], [0.0, 0.0, 0.0], [0.0, 0.0, 0.0], [0.1, 0.1, 0.1], [-0.1, 0.0, 0.0], [0.0, -0.1, -0.1], [-0.1, 0.0, 0.0], [0.1, 0.0, 0.2], [0.1, 0.1, 0.0], [0.0, 0.0, -0.1], [0.0, -0.1, 0.1], [0.0, -0.1, 0.1], [-0.2, 0.1, -0.8], [-0.1, -0.1, 0.0], [0.0, 0.0, 0.0], [0.0, 0.0, 0.0], [0.0, 0.0, 0.0], [0.0, 0.0, 0.0], [0.0, 0.0, 0.0], [0.0, -0.1, -0.1], [0.0, 0.0, 0.0], [0.0, 0.0, 0.0], [0.0, 0.0, 0.0], [0.0, 0.0, 0.0], [0.0, 0.1, 0.0]],
  "mulliken_charge": [-0.59, -0.62, 0.37, -0.35, -0.73, -0.40, -0.85, 0.47, -0.21, 0.47, 0.39, 0.36, 0.43, -0.67, 0.68, -0.60, 1.32, -0.42, -0.67, -0.61, -0.64, -0.63, 1.11, -0.25, -0.92, -0.50, -0.62, -0.51, 0.13, 0.41, 0.36, 0.39, 0.30, 0.01, 0.40, 0.37, 0.40, 0.26, -1.35, 0.70, -0.94, -1.47, 1.15, 1.06, -0.95, -1.14, 0.49, -1.22, -0.90, 0.27, 0.33, 0.49, 0.43, -0.21, 0.28, -0.07, 0.36, 0.33, 0.28, 0.32, 0.33, 0.40, 0.29, 0.35, 0.21, 0.16, 0.37, -0.91, 0.21, -1.11, -0.63, 1.06, -0.56, -0.77, -0.88, 0.45, 0.20, 0.34, 0.14, 0.42, 0.27, 0.34, 0.38, -0.39, 0.90, 0.31, 0.35, 0.40, 0.30],
  "de_lowest_kj_mol": 158.0,
  "total_charge": -1,
  "homo_energy_ev": [-3.776, -3.867],
  "homo_lumo_gap_ev": [6.074, 6.243]
}


{
  "formula": "C32H45As3CsFN5O3S2",
  "method": "ωB97M-V with the def2-TZVPD basis set",
  "species": ["Cs", "C", "As", "C", "C", "C", "C", "C", "As", "C", "C", "C", "As", "C", "C", "H", "H", "H", "H", "H", "H", "H", "H", "H", "H", "H", "H", "H", "H", "H", "H", "H", "H", "H", "H", "H", "H", "H", "H", "H", "H", "H", "S", "C", "C", "N", "C", "S", "C", "N", "F", "C", "C", "C", "C", "O", "C", "C", "N", "C", "C", "C", "C", "C", "C", "N", "C", "C", "N", "C", "C", "C", "O", "O", "H", "H", "H", "H", "H", "H", "H", "H", "H", "H", "H", "H", "H", "H", "H", "H", "H", "H"],
  "xyz": [[-2.460, -1.384, 0.398], [0.501, -2.086, 5.196], [-0.497, -1.327, 3.670], [0.847, -1.791, 2.315], [0.034, 0.583, 3.780], [-0.911, 1.605, 4.445], [-0.157, 2.945, 4.507], [-2.147, 1.895, 3.573], [-3.394, 0.489, 2.967], [-4.670, 1.752, 2.174], [-4.399, 0.176, 4.635], [-1.355, 1.162, 5.858], [-0.387, 1.866, 7.439], [-1.234, 0.636, 8.721], [1.342, 0.929, 7.355], [1.510, -1.676, 5.266], [0.568, -3.165, 5.051], [-0.032, -1.907, 6.129], [1.836, -1.477, 2.656], [0.625, -1.309, 1.363], [0.845, -2.872, 2.175], [0.176, 0.883, 2.737], [1.017, 0.615, 4.263], [0.110, 3.260, 3.496], [0.767, 2.871, 5.086], [-0.774, 3.727, 4.955], [-1.819, 2.326, 2.624], [-2.756, 2.646, 4.090], [-4.899, 2.559, 2.874], [-5.591, 1.219, 1.932], [-4.238, 2.148, 1.256], [-4.627, 1.111, 5.151], [-3.841, -0.481, 5.300], [-5.334, -0.320, 4.372], [-1.408, 0.073, 5.933], [-2.373, 1.521, 6.035], [-2.295, 0.873, 8.795], [-0.781, 0.765, 9.704], [-1.123, -0.403, 8.407], [1.972, 1.370, 6.584], [1.226, -0.133, 7.163], [1.838, 1.065, 8.317], [-3.514, -4.027, 2.218], [-4.130, -5.292, 1.310], [-4.770, -6.359, 2.029], [-5.277, -7.194, 2.639], [-4.084, -5.412, -0.107], [-3.407, -4.312, -1.171], [-4.675, -6.592, -0.675], [-5.138, -7.524, -1.168], [3.738, -2.049, -3.747], [2.840, -1.031, -3.725], [1.920, -0.967, -2.719], [0.965, 0.056, -2.721], [-0.034, 0.091, -1.637], [-0.071, -0.836, -0.822], [-0.937, 1.219, -1.675], [-0.889, 2.059, -2.735], [-0.010, 1.982, -3.774], [-0.012, 2.979, -4.807], [-0.421, 2.585, -6.199], [-1.323, 3.442, -5.360], [0.962, 0.993, -3.763], [1.931, 0.911, -4.771], [2.876, -0.095, -4.763], [3.816, -0.155, -5.840], [5.219, -0.163, -5.447], [6.077, 0.079, -6.671], [5.791, -0.925, -7.721], [4.350, -1.030, -8.048], [3.516, -1.218, -6.797], [-1.995, 1.514, -0.607], [-1.698, 1.161, 0.559], [-3.045, 2.042, -1.007], [1.897, -1.704, -1.928], [-1.618, 2.856, -2.781], [0.780, 3.714, -4.706], [-0.716, 1.553, -6.333], [0.108, 3.032, -7.028], [-2.222, 2.985, -4.972], [-1.409, 4.492, -5.601], [1.967, 1.629, -5.576], [5.518, -1.099, -4.959], [5.382, 0.650, -4.736], [7.141, 0.014, -6.440], [5.873, 1.055, -7.109], [6.179, -1.845, -7.465], [6.371, -0.669, -8.653], [4.232, -1.862, -8.743], [4.082, -0.106, -8.561], [3.689, -2.216, -6.368], [2.459, -1.152, -7.065]],
  "forces_ev_per_angstrom": [[-0.6, -1.2, -0.2], [0.0, 0.1, -0.1], [0.0, 0.0, 0.1], [0.0, 0.0, 0.1], [0.0, 0.0, 0.1], [0.0, 0.0, 0.0], [0.0, 0.0, -0.1], [-0.1, 0.0, 0.0], [-0.3, 0.3, 0.6], [0.0, 0.0, 0.0], [0.0, 0.1, 0.0], [0.0, 0.0, 0.1], [0.0, 0.0, 0.0], [0.0, 0.0, -0.1], [0.0, 0.1, 0.0], [0.0, 0.0, 0.0], [0.0, 0.0, 0.0], [0.0, 0.0, 0.0], [0.0, 0.0, 0.0], [0.0, 0.0, 0.0], [0.0, 0.0, 0.0], [0.0, 0.0, 0.0], [0.0, 0.0, 0.0], [0.0, 0.0, 0.0], [0.0, 0.0, 0.0], [0.0, 0.0, 0.0], [0.0, 0.0, 0.0], [0.0, 0.0, 0.0], [0.0, 0.0, 0.0], [0.0, 0.0, 0.0], [0.0, 0.0, 0.0], [0.0, 0.0, 0.0], [0.0, 0.0, 0.0], [0.0, 0.0, 0.0], [0.0, 0.0, 0.0], [0.0, 0.0, 0.0], [0.0, 0.0, 0.0], [0.0, 0.0, 0.0], [0.0, 0.0, 0.0], [0.0, 0.0, 0.0], [0.0, -0.1, 0.0], [0.0, 0.0, 0.0], [-0.1, -0.3, 0.1], [0.1, 0.2, -0.2], [-0.1, -0.1, 0.2], [0.0, 0.0, 0.0], [0.1, 0.2, 0.2], [-0.1, -0.2, -0.1], [-0.1, -0.1, -0.2], [0.0, 0.0, 0.0], [-0.1, 0.1, 0.0], [0.1, -0.1, 0.0], [0.0, 0.1, -0.1], [0.1, 0.0, -0.2], [0.0, -0.2, 0.2], [0.5, 0.3, -0.3], [0.1, 0.0, 0.0], [0.0, 0.1, -0.1], [0.0, -0.1, 0.1], [0.0, 0.1, -0.1], [0.0, 0.0, 0.1], [0.0, 0.0, 0.0], [0.0, -0.1, 0.1], [0.1, 0.0, 0.0], [0.0, 0.1, -0.1], [-0.2, 0.0, 0.0], [0.1, 0.1, 0.0], [0.0, 0.0, 0.1], [0.2, 0.0, -0.4], [-0.1, 0.0, 0.0], [0.0, 0.0, 0.0], [0.0, 0.1, -0.1], [0.3, 0.8, 0.1], [0.1, 0.1, 0.0], [0.0, 0.0, 0.0], [0.0, 0.0, 0.0], [0.0, 0.0, 0.0], [0.0, 0.0, 0.0], [0.0, 0.0, 0.0], [0.0, 0.0, 0.0], [0.0, 0.0, 0.0], [0.0, 0.0, 0.0], [0.0, 0.0, 0.0], [0.0, 0.0, 0.0], [0.0, 0.0, 0.0], [0.0, 0.0, 0.0], [0.0, -0.1, 0.1], [-0.1, 0.0, 0.1], [0.0, 0.0, 0.0], [0.0, 0.0, 0.0], [0.0, 0.0, 0.0], [0.0, 0.0, 0.0]],
  "mulliken_charge": [1.46, -1.25, 0.22, -0.82, -1.71, 2.75, -2.34, -2.35, 0.41, -1.07, -1.33, -1.28, 0.23, -1.18, -0.94, 0.35, 0.48, 0.29, 0.40, -0.05, 0.39, 0.47, 0.65, 0.49, 0.51, 0.49, 0.46, 0.77, 0.33, 0.40, 0.26, 0.35, 0.24, 0.45, 0.11, 0.70, 0.35, 0.40, 0.30, 0.26, 0.14, 0.45, -0.24, 0.19, 0.00, -0.48, 0.43, -0.39, -0.02, -0.47, -0.37, 0.14, -0.72, 0.69, 1.18, -0.72, -0.02, -0.40, 0.32, -0.29, -0.43, -0.96, 0.11, -0.97, -1.03, 0.60, -0.18, -2.25, -0.51, -2.03, -0.32, -0.39, -0.53, -0.82, 0.58, 0.64, 0.41, 0.22, 0.32, 0.35, 0.25, 0.54, 0.40, 0.45, 0.75, 0.26, 0.58, 1.12, 0.69, 0.29, 0.34, 0.44],
  "de_lowest_kj_mol": 2.3,
  "total_charge": -1,
  "homo_energy_ev": [-5.001, -2.457],
  "homo_lumo_gap_ev": [6.527, 3.269]
}